Molecular formula: C49H141N11O16
Method: DFT, the ωB97M-V functional and the def2-TZVPD basis

Structure (XYZ):
```
217
Properties=species:S:1:pos:R:3:forces:R:3:lowdin_charge:R:1
C 20.06333 16.41464 13.86733 -1.8 1.1 -1.6 -0.068
C 20.72824 16.36909 15.16962 0.0 1.6 2.8 -0.405
C 22.06286 15.80184 14.95166 2.9 0.7 0.2 -0.216
O 22.80389 16.74547 14.14846 0.0 -0.7 -0.4 -0.196
C 24.10214 16.26563 13.89896 0.3 -0.8 0.3 -0.126
N 20.74817 17.72187 15.93514 -0.1 -1.2 -0.8 0.079
H 20.11595 15.47090 13.33364 0.2 -0.2 0.0 0.067
H 20.56932 17.15514 13.24163 0.0 -0.1 0.0 0.088
H 18.99455 16.69445 13.86596 0.3 0.0 0.4 0.081
H 20.25280 15.76469 15.92519 -0.5 -0.8 -0.2 0.106
H 22.10519 14.77961 14.52897 -0.4 0.4 -0.1 0.129
H 22.65917 15.77878 15.87161 -0.3 -0.4 0.4 0.123
H 24.70906 17.02260 13.39872 -0.3 0.0 0.1 0.086
H 24.09358 15.34486 13.27614 -0.1 0.4 0.1 0.091
H 24.60073 15.96520 14.85115 -0.2 0.3 -0.4 0.091
H 20.72294 18.49494 15.28630 0.1 0.1 -0.1 0.032
H 21.54561 17.83682 16.57429 -0.4 -0.4 -0.7 0.075
C 14.16642 10.53986 11.59433 -0.2 0.6 -0.2 -0.048
C 15.41507 11.42178 11.42158 0.2 -0.9 0.1 -0.426
C 16.65752 10.57090 11.60837 0.0 -0.1 0.3 -0.229
O 16.55238 9.91602 12.86910 0.9 -0.3 -0.5 -0.201
C 17.77749 9.24547 13.18881 -0.5 0.6 0.4 -0.085
N 15.48858 12.10123 10.12780 -0.7 0.6 0.8 0.074
H 14.14456 10.07790 12.58381 0.2 -0.1 -0.2 0.060
H 14.11298 9.77367 10.81738 0.1 -0.1 0.1 0.081
H 13.25118 11.13698 11.52136 0.1 0.1 -0.1 0.069
H 15.45706 12.09165 12.29005 -0.3 0.6 -0.5 0.120
H 17.55570 11.21910 11.59396 -0.2 -0.2 0.0 0.111
H 16.72653 9.87136 10.74949 0.1 -0.1 0.4 0.134
H 18.04864 8.53290 12.41684 0.1 -0.2 -0.2 0.084
H 17.61648 8.71683 14.12826 0.0 0.0 -0.1 0.088
H 18.57869 9.98295 13.34323 -0.1 -0.2 -0.1 0.078
H 16.27028 12.74884 10.10917 0.0 -0.2 -0.2 0.029
H 15.55247 11.45181 9.35753 0.0 -0.1 0.0 0.076
C 15.64382 11.84660 16.21345 0.6 -0.3 0.5 -0.037
C 17.14660 11.52906 16.21469 0.1 -0.1 0.3 -0.406
C 17.80143 12.36135 15.13689 0.0 0.2 0.9 -0.231
O 19.11823 11.88262 14.97484 0.1 0.5 -0.8 -0.175
C 19.79212 12.60239 13.95848 0.5 -0.4 0.1 -0.097
N 17.75620 11.62742 17.55022 -0.3 -0.2 -0.1 0.061
H 15.44206 12.88876 16.48240 0.2 -0.1 0.0 0.059
H 15.17694 11.20415 16.95667 -0.3 0.0 -0.1 0.070
H 15.23991 11.66794 15.21728 -0.1 -0.1 0.1 0.061
H 17.33711 10.48471 15.91980 -0.5 0.1 0.0 0.135
H 17.83653 13.40948 15.50656 -0.1 -0.2 -0.5 0.120
H 17.16765 12.26004 14.23434 0.6 0.2 -0.1 0.117
H 19.28087 12.53879 12.99628 -0.2 -0.1 -0.1 0.078
H 20.78400 12.16232 13.84888 0.0 -0.1 0.0 0.095
H 19.94702 13.65909 14.18200 -0.3 0.1 0.3 0.053
H 17.82073 12.56659 17.91617 -0.2 0.3 -0.2 0.043
H 18.68142 11.21785 17.56913 -0.1 0.0 -0.2 0.067
C 9.49618 13.87460 17.30220 1.2 -0.2 1.3 -0.050
C 10.15464 15.08764 16.69188 -0.1 2.1 1.7 -0.407
C 9.25148 15.56936 15.64088 -0.5 1.2 -2.2 -0.218
O 9.74139 16.79056 15.01232 0.1 -1.1 -0.6 -0.194
C 10.53344 16.43398 13.86087 -0.5 0.1 0.8 -0.102
N 10.24740 16.23931 17.72348 -0.5 -1.4 -0.4 0.067
H 9.26502 13.06212 16.62579 -0.1 0.1 -0.5 0.076
H 8.62815 14.13791 17.91111 0.0 0.1 -0.3 0.090
H 10.26077 13.49229 17.97509 -0.2 -0.4 0.4 0.052
H 11.18005 14.95640 16.35420 -0.1 -0.7 -0.5 0.104
H 8.26526 15.83797 16.02934 0.2 -0.1 0.3 0.133
H 9.07735 14.78669 14.85548 0.2 0.5 0.5 0.132
H 10.76404 17.33902 13.30946 0.1 0.1 0.0 0.070
H 9.95387 15.75176 13.23118 0.2 0.1 -0.1 0.082
H 11.46064 15.93795 14.17801 0.0 0.1 -0.2 0.067
H 10.48573 17.11533 17.27620 0.0 -0.2 -0.3 0.049
H 10.95213 16.02868 18.42364 0.0 -0.1 -0.2 0.030
C 12.17591 12.01632 19.89954 0.7 0.3 0.5 -0.047
C 13.45166 12.82489 20.19820 -1.0 -0.5 0.2 -0.425
C 13.10958 14.30230 20.21543 -0.1 0.6 1.3 -0.248
O 12.60086 14.83682 19.03637 -0.4 0.1 -0.1 -0.210
C 13.57721 14.96527 18.06509 0.3 0.1 -1.5 -0.108
N 14.00385 12.40012 21.50981 0.2 0.2 -1.8 0.051
H 11.44316 12.28180 20.67479 -0.1 -0.1 -0.3 0.087
H 12.35394 10.93682 19.96935 0.0 0.3 -0.3 0.080
H 11.81600 12.32660 18.92535 -0.3 -0.3 -0.1 0.052
H 14.17511 12.73952 19.37895 0.2 -0.7 0.4 0.129
H 14.03011 14.85692 20.50839 -0.3 0.0 0.0 0.126
H 12.31602 14.52548 20.94411 0.3 -0.3 0.2 0.136
H 13.17957 15.56239 17.24030 -0.2 0.1 0.1 0.078
H 13.83948 13.99655 17.62359 0.3 0.1 0.1 0.081
H 14.46000 15.50256 18.41588 0.2 -0.2 0.2 0.078
H 13.25585 12.42282 22.19401 0.3 0.4 0.2 0.070
H 14.75375 13.06281 21.67162 -0.1 -0.2 1.0 0.062
C 15.35669 18.61014 18.61203 0.3 -0.2 -0.5 -0.061
C 13.91613 19.07518 18.66601 0.1 1.2 0.5 -0.415
C 13.70574 19.54815 20.10013 -0.8 0.4 0.6 -0.229
O 13.92776 18.50217 21.01166 0.6 -0.5 0.8 -0.197
C 12.80510 17.66354 21.20271 -0.8 0.5 -0.3 -0.097
N 13.67909 20.13857 17.65138 -0.6 -0.9 0.4 0.059
H 16.02474 19.47958 18.67383 -0.2 0.0 -0.1 0.088
H 15.55796 18.12084 17.65843 0.1 -0.2 0.0 0.064
H 15.62587 17.97193 19.45983 -0.2 -0.1 -0.3 0.079
H 13.16566 18.28261 18.55194 0.4 -0.1 -0.7 0.129
H 12.71128 19.91134 20.38806 -0.3 0.3 -0.9 0.119
H 14.36781 20.39081 20.30092 0.4 -0.2 0.2 0.126
H 12.63147 17.01533 20.33972 0.0 0.0 0.0 0.062
H 11.87591 18.27174 21.35401 0.6 -0.4 0.0 0.103
H 12.94474 17.03488 22.07946 0.3 0.1 0.0 0.089
H 12.69412 20.37881 17.73372 0.2 0.4 -0.3 0.077
H 14.24673 20.98778 17.73143 -0.2 -0.6 0.4 0.067
C 12.67922 9.77672 17.06766 -0.1 -0.2 0.4 -0.059
C 11.66410 9.99484 15.97489 -0.2 -0.8 -0.4 -0.432
C 12.22291 10.97529 14.99055 0.6 -0.3 -0.5 -0.255
O 12.37282 12.22256 15.59011 -0.3 0.7 -0.1 -0.177
C 12.75076 13.12190 14.59438 0.0 1.4 -0.4 -0.130
N 11.30652 8.72954 15.30043 -0.3 0.9 1.2 0.046
H 12.96779 10.73531 17.49259 0.0 0.0 0.1 0.050
H 13.58997 9.31061 16.66840 -0.2 0.0 0.0 0.087
H 12.27932 9.13734 17.85158 0.0 0.0 0.1 0.082
H 10.70948 10.39180 16.33722 0.2 0.1 0.3 0.144
H 11.60163 11.03720 14.08348 -0.1 0.1 0.1 0.130
H 13.24214 10.68354 14.66542 -0.3 -0.4 -0.1 0.113
H 13.64313 12.79248 14.03342 -0.2 0.0 0.1 0.074
H 12.97594 14.08099 15.06896 0.2 -0.1 0.1 0.062
H 11.94182 13.35690 13.86619 0.2 -0.5 0.3 0.104
H 10.56975 8.96489 14.64692 0.4 -0.6 -0.5 0.068
H 12.12976 8.28753 14.93400 0.0 -0.2 -0.7 0.064
C 16.38838 15.65974 10.40520 -0.5 1.6 -0.5 -0.043
C 17.87658 15.79062 10.76415 -0.3 1.0 0.2 -0.392
C 18.69000 14.84200 9.96896 0.6 -0.2 0.3 -0.240
O 18.11973 13.54290 10.07212 1.2 0.0 -1.1 -0.226
C 18.95080 12.64964 9.32668 -0.3 -0.3 0.5 -0.097
N 18.59699 17.09049 10.54942 -0.9 -1.3 -0.1 0.093
H 15.74086 16.28529 11.03305 0.3 0.0 0.1 0.062
H 15.90237 14.68937 10.36745 0.7 -0.4 0.4 0.039
H 16.23697 16.04117 9.38809 0.1 0.1 -0.1 0.089
H 17.98651 15.58000 11.83204 0.1 -0.2 -0.1 0.108
H 19.69036 14.91912 10.42519 0.0 -0.6 -0.2 0.125
H 18.82907 15.20144 8.92342 -0.5 -0.4 0.4 0.142
H 19.10924 12.98590 8.29553 0.0 0.2 0.1 0.092
H 18.44171 11.69022 9.28663 0.0 -0.1 0.1 0.073
H 19.91982 12.52786 9.83593 -0.2 0.0 -0.2 0.095
H 18.27194 17.66513 9.78452 -0.2 0.2 0.2 0.058
H 18.76020 17.56561 11.41059 -0.2 0.6 0.2 0.025
C 20.93245 20.92544 12.92760 0.3 1.7 -0.9 -0.039
C 19.84625 20.23799 12.14444 -0.2 0.5 -2.1 -0.389
C 18.63512 20.09323 12.93259 -1.7 -0.9 2.0 -0.237
O 19.02043 19.60328 14.21268 -0.7 0.2 0.3 -0.207
C 17.92117 19.34255 15.08097 -0.2 -0.6 -0.1 -0.088
N 19.27282 20.91483 10.88478 1.1 -0.5 0.8 0.054
H 20.60421 21.92275 13.20352 -0.3 0.3 0.3 0.086
H 21.72272 21.13411 12.22160 0.7 -0.1 -0.1 0.074
H 21.33486 20.49128 13.83460 -0.2 -0.7 -0.2 0.078
H 20.22485 19.30139 11.76476 0.1 -0.6 0.1 0.123
H 17.90832 19.38852 12.50761 0.1 0.1 -0.3 0.108
H 18.10080 21.06964 13.00374 0.3 -0.4 0.3 0.145
H 17.14068 20.09759 15.02467 0.0 0.4 -0.2 0.061
H 18.28425 19.31100 16.10640 0.2 -0.1 -0.1 0.084
H 17.42653 18.37041 14.85955 0.4 0.3 0.0 0.076
H 19.96665 21.41550 10.34215 0.1 0.0 0.1 0.089
H 18.53863 21.55979 11.13992 0.1 0.4 0.2 0.072
C 13.05208 18.90971 14.40174 0.0 0.5 -0.2 -0.038
C 14.44107 18.36170 14.25126 0.6 -1.1 0.1 -0.413
C 14.42643 16.83372 14.04212 1.5 1.0 -1.2 -0.133
O 15.84553 16.44339 13.85668 -1.5 -0.9 0.6 -0.213
C 15.96558 15.00800 13.90132 0.2 0.5 -0.3 -0.102
N 15.13927 19.02456 13.16644 0.4 1.1 0.9 0.077
H 12.54722 18.80693 13.44131 -0.3 -0.1 0.1 0.058
H 13.07441 19.96813 14.66586 0.1 0.0 -0.1 0.064
H 12.49684 18.41294 15.18192 -0.3 -0.3 0.2 0.075
H 15.02058 18.50933 15.16483 0.0 0.3 0.2 0.118
H 13.91984 16.65928 13.08380 -0.2 -0.4 0.2 0.116
H 13.94506 16.32709 14.87321 0.1 -0.3 0.2 0.104
H 15.74725 14.62022 14.90676 -0.1 0.1 -0.2 0.076
H 17.00313 14.73498 13.65840 -0.3 0.3 0.1 0.070
H 15.31229 14.52559 13.14641 0.1 0.2 0.4 0.073
H 14.62303 19.08372 12.31478 -0.6 -0.5 -0.6 0.030
H 16.03787 18.61055 12.98473 0.1 -0.2 0.0 0.049
C 12.90086 20.60538 10.44105 0.8 0.1 0.4 -0.044
C 12.36254 19.17168 10.53628 2.5 1.1 0.3 -0.421
C 11.48406 18.98106 9.39847 -1.9 -1.3 -0.9 -0.213
O 11.01160 17.60574 9.44168 -1.3 0.7 -1.2 -0.218
C 10.05155 17.43340 8.36366 0.6 0.3 0.3 -0.082
N 13.49634 18.20866 10.56375 -0.4 0.3 0.3 0.088
H 12.14948 21.39579 10.37048 -0.2 -0.3 -0.2 0.086
H 13.57641 20.67843 9.58426 -0.1 0.1 0.0 0.065
H 13.48768 20.85374 11.33087 0.0 -0.1 -0.1 0.072
H 11.88098 19.13132 11.49664 -0.7 -0.5 0.2 0.118
H 11.99799 19.12500 8.43750 0.2 0.1 0.1 0.138
H 10.62872 19.69997 9.41937 0.3 -0.6 0.1 0.141
H 10.57844 17.50034 7.40108 -0.1 0.0 0.1 0.088
H 9.29406 18.23485 8.40050 0.2 -0.3 0.0 0.087
H 9.55793 16.45852 8.41748 0.2 0.2 0.3 0.087
H 13.13637 17.26353 10.53988 -0.2 -0.1 0.3 0.034
H 14.12355 18.26916 9.77019 -0.1 0.5 -0.2 0.065
C 13.03538 14.62145 10.73382 -0.5 0.1 -0.1 -0.144
O 12.03269 15.49632 11.20297 -0.5 0.4 0.7 -0.148
H 12.58478 13.77130 10.23317 0.2 -0.4 -0.1 0.080
H 13.69107 15.13697 10.04533 0.4 0.0 -0.3 0.060
H 13.60536 14.29332 11.60273 0.0 -0.1 -0.1 0.062
H 11.44950 15.83041 10.50663 0.4 -0.1 -0.1 0.060
C 17.91072 15.64954 17.63943 0.4 0.5 -0.5 -0.158
O 16.91225 14.76624 18.06528 -0.7 -0.7 0.6 -0.140
H 17.77706 16.64915 18.05130 0.1 0.1 0.0 0.075
H 18.92226 15.29472 17.85513 0.0 0.0 0.2 0.078
H 17.81637 15.72618 16.55308 0.0 0.1 0.0 0.071
H 16.75452 14.83722 19.02016 0.3 0.1 -0.5 0.091
C 16.28234 20.06887 9.42202 0.3 -0.5 -1.0 -0.172
O 17.57911 19.78010 8.86553 -0.5 0.4 1.2 -0.165
H 16.08562 19.48094 10.32838 0.0 0.2 -0.1 0.058
H 16.14956 21.13882 9.61119 0.0 0.0 0.1 0.080
H 15.56826 19.78062 8.64463 -0.1 0.0 0.2 0.069
H 18.16180 20.06647 9.60849 0.5 -0.2 -0.6 0.010
C 15.03113 22.09441 15.28195 -0.6 0.7 -0.3 -0.178
O 15.10944 21.90765 13.86255 0.0 0.0 0.9 -0.156
H 13.97440 22.19615 15.62939 0.5 -0.3 -0.2 0.067
H 15.52520 21.30462 15.84984 -0.1 -0.1 -0.1 0.048
H 15.50979 23.04639 15.53784 0.1 -0.1 -0.2 0.077
H 15.08806 20.94432 13.70727 0.1 -0.1 -0.3 0.006
C 10.31666 22.72197 14.71283 0.2 0.0 0.3 -0.165
O 10.51032 24.12009 14.70394 -0.3 0.7 0.6 -0.125
H 11.25144 22.15731 14.70461 0.1 0.0 0.0 0.060
H 9.78811 22.50333 15.65669 0.2 0.0 -0.5 0.088
H 9.71334 22.37621 13.88176 -0.3 0.0 -0.2 0.068
H 11.05622 24.51484 14.01946 0.1 -0.8 -0.2 0.076
```
Positions in Å, forces in eV/Å.

The value obtained for the HOMO energy is -8.77 eV. For the orbital gap, the calculation gives 9.3053 eV. As for the charge: 0. For the energy above the lowest of the compared OMol25 structures with the same formula, charge and spin, the calculation gives 0.0000 eV. The LUMO energy comes out at 0.5 eV.